# F3HN2

2 unconnected molecules or ions with the total composition F3HN2 (the ωB97M-V functional and the def2-TZVPD basis, the Open Molecules 2025 dataset).

Each atom is followed by the atoms it is bonded to, with distances in Å.
Geometry (Å):
1 N 1.075 -0.331 0.494  N2 1.210, F3 1.353
2 N 0.784 0.450 -0.383  N1 1.210, F5 1.316
3 F 1.672 -1.429 -0.025  N1 1.353
4 F -1.780 -0.439 0.259  H6 1.010
5 F 0.184 1.506 0.125  N2 1.316
6 H -1.936 0.243 -0.470  F4 1.010

highest occupied orbital energy	-12.168	eV
LUMO	0.366	eV
energy above the lowest of the compared OMol25 structures with the same formula, charge and spin	27.57	kJ/mol
frontier orbital gap	12.53	eV

The molecule's Mulliken atomic charges, reported in e, are given here: N 0.114; N 0.041; F -0.090; F -0.408; F -0.069; H 0.411